# C19H25CuF2GeN

A structure of composition C19H25CuF2GeN (ωB97M-V with the def2-TZVPD basis set, the OMol25 dataset).

Geometry as XYZ:
```
49
Properties=species:S:1:pos:R:3:nbo_charge:R:1
Cu 0.361 -2.792 0.961 0.85
F 1.342 -0.285 -4.294 -0.29
C 1.464 -0.338 -2.968 0.44
C 0.346 -0.631 -2.207 -0.29
C 0.435 -0.687 -0.820 -0.37
C 1.677 -0.447 -0.204 -0.20
C 2.764 -0.152 -1.023 0.45
F 3.959 0.069 -0.456 -0.31
C 2.696 -0.094 -2.400 -0.33
C 1.926 -0.514 1.262 0.23
C 2.520 0.535 1.949 -0.21
C 2.771 0.408 3.303 -0.12
C 2.431 -0.771 3.950 -0.24
C 1.839 -1.775 3.215 0.06
N 1.593 -1.652 1.901 -0.58
H -0.594 -0.781 -2.723 0.24
H 3.570 0.131 -2.995 0.27
H 2.779 1.439 1.418 0.25
H 3.231 1.223 3.847 0.24
H 2.617 -0.916 5.004 0.25
H 1.552 -2.710 3.675 0.22
C -5.393 -0.172 2.481 -0.60
C -4.115 0.001 1.670 -0.40
C -2.875 -0.371 2.475 -0.40
C -1.551 -0.133 1.744 -0.81
Ge -1.306 -1.082 0.051 1.23
C -1.536 -3.129 0.073 -0.88
C -2.766 -3.590 0.860 -0.41
C -3.236 -4.986 0.469 -0.39
C -4.458 -5.425 1.264 -0.60
H -6.273 0.100 1.898 0.22
H -5.378 0.454 3.374 0.21
H -5.514 -1.208 2.804 0.20
H -4.025 1.038 1.332 0.20
H -4.177 -0.605 0.761 0.19
H -2.945 -1.416 2.792 0.20
H -2.866 0.219 3.396 0.22
H -0.716 -0.378 2.404 0.23
H -1.444 0.925 1.488 0.24
H -2.328 -0.697 -1.020 -0.11
H -0.736 -3.930 0.219 0.19
H -1.688 -3.277 -1.000 0.27
H -3.581 -2.877 0.697 0.21
H -2.554 -3.562 1.931 0.20
H -2.417 -5.698 0.620 0.20
H -3.461 -4.996 -0.601 0.20
H -4.245 -5.447 2.334 0.21
H -4.783 -6.421 0.969 0.23
H -5.294 -4.741 1.103 0.21
```

gap between HOMO and LUMO	9.20	eV
LUMO energy	-3.200	eV
ΔE to the lowest compared entry with this formula, charge and spin	0.000	eV
spin multiplicity	1
calculated total energy	-4710.65289	hartree
total charge	+1

***

# C19H25N2O2

A cluster of 2 separate species, C19H25N2O2 in total in a non-equilibrium geometry (ωB97M-V with the def2-TZVPD basis set, the OMol25 dataset).

Geometry as XYZ:
```
48
Properties=species:S:1:pos:R:3:nbo_charge:R:1
C -5.671 3.151 -0.947 -0.26
O -5.771 1.743 -0.965 -0.45
C -4.554 1.076 -0.946 0.39
C -4.561 -0.330 -0.930 -0.26
C -3.400 -1.054 -0.890 -0.10
C -2.150 -0.407 -0.875 -0.23
C -0.933 -1.147 -0.844 0.15
C 0.303 -0.539 -0.932 -0.35
C 1.541 -1.146 -0.890 0.07
C 2.765 -0.415 -0.930 -0.19
C 4.008 -1.077 -0.943 -0.10
C 5.180 -0.369 -0.952 -0.26
C 5.192 1.036 -0.948 0.38
O 6.425 1.677 -0.944 -0.46
C 6.366 3.086 -0.938 -0.26
C 3.955 1.698 -0.946 -0.26
C 2.784 0.995 -0.938 -0.11
C -2.150 1.004 -0.903 -0.04
C -3.310 1.720 -0.937 -0.33
H -6.676 3.574 -0.943 0.22
H -5.151 3.477 -0.043 0.18
H -5.148 3.497 -1.840 0.18
H -5.513 -0.826 -0.950 0.25
H -3.429 -2.131 -0.887 0.23
H -0.974 -2.218 -0.760 0.21
H 0.298 0.521 -1.081 0.20
H 1.579 -2.218 -0.826 0.22
H 4.027 -2.153 -0.948 0.23
H 6.127 -0.877 -0.957 0.25
H 7.385 3.477 -0.936 0.22
H 5.856 3.441 -1.836 0.18
H 5.855 3.435 -0.039 0.18
H 3.917 2.771 -0.942 0.23
H 1.861 1.541 -0.925 0.21
H -1.223 1.546 -0.889 0.20
H -3.254 2.792 -0.956 0.24
C -1.100 -3.789 2.348 -0.42
N -1.084 -2.329 2.452 -0.31
C 0.128 -1.870 3.135 -0.42
N -2.266 -1.787 3.069 -0.67
H -0.202 -4.137 1.838 0.20
H -1.149 -4.236 3.341 0.19
H -1.972 -4.106 1.778 0.19
H 1.012 -2.240 2.618 0.20
H 0.155 -0.782 3.140 0.19
H 0.135 -2.224 4.165 0.19
H -2.179 -0.783 2.992 0.35
H -3.036 -2.070 2.478 0.35
```

gap between HOMO and LUMO	4.83	eV
LUMO energy	-5.253	eV
ΔE to the lowest compared entry with this formula, charge and spin	3.844	eV
spin multiplicity	1
calculated total energy	-998.64916	hartree
total charge	+1

***

# C19H25N3O3

The molecule C19H25N3O3 in a non-equilibrium geometry (ωB97M-V with the def2-TZVPD basis set, the OMol25 dataset).

Geometry as XYZ:
```
50
Properties=species:S:1:pos:R:3:nbo_charge:R:1
C -4.614 -2.635 -0.763 -0.71
C -3.176 -2.178 -0.630 0.69
O -2.256 -2.669 -1.248 -0.64
N -3.013 -1.166 0.253 -0.61
C -1.720 -0.570 0.534 -0.09
C -1.342 -0.785 2.012 -0.49
C 0.161 -0.853 2.251 0.69
O 0.672 -1.747 2.892 -0.62
N 0.860 0.195 1.760 -0.64
C 2.301 0.197 1.754 -0.23
C 2.859 0.121 0.318 -0.10
C 2.493 -1.214 -0.254 0.28
C 3.242 -2.327 -0.498 -0.30
C 2.344 -3.312 -0.979 -0.31
C 1.117 -2.727 -0.991 0.09
O 1.200 -1.458 -0.554 -0.43
N 2.329 1.199 -0.518 -0.44
C 2.788 1.070 -1.889 -0.41
C 2.652 2.517 -0.007 -0.41
C -1.728 0.889 0.137 -0.06
C -0.895 1.341 -0.880 -0.21
C -0.910 2.673 -1.258 -0.19
C -1.760 3.566 -0.630 -0.22
C -2.600 3.122 0.377 -0.22
C -2.585 1.792 0.757 -0.17
H -5.240 -1.810 -1.094 0.23
H -4.982 -2.994 0.196 0.23
H -4.667 -3.440 -1.490 0.24
H -3.817 -0.788 0.728 0.39
H -1.014 -1.115 -0.099 0.26
H -1.754 0.012 2.635 0.22
H -1.754 -1.736 2.352 0.24
H 0.420 0.822 1.102 0.42
H 2.626 -0.687 2.311 0.25
H 2.678 1.087 2.267 0.19
H 3.964 0.168 0.380 0.19
H 4.298 -2.433 -0.353 0.23
H 2.586 -4.313 -1.270 0.23
H 0.144 -3.081 -1.273 0.23
H 3.881 1.161 -1.977 0.17
H 2.323 1.849 -2.490 0.20
H 2.491 0.103 -2.290 0.22
H 2.140 2.695 0.935 0.20
H 3.733 2.660 0.140 0.17
H 2.301 3.260 -0.721 0.21
H -0.229 0.648 -1.370 0.24
H -0.260 3.012 -2.051 0.21
H -1.773 4.605 -0.926 0.21
H -3.270 3.813 0.868 0.21
H -3.247 1.459 1.544 0.19
```

gap between HOMO and LUMO	9.01	eV
LUMO energy	0.662	eV
ΔE to the lowest compared entry with this formula, charge and spin	2.593	eV
spin multiplicity	1
calculated total energy	-1129.01448	hartree
structure (SMILES)	CC(=O)N[C@H](CC(=O)NC[C@@H](c1ccco1)N(C)C)c1ccccc1

***

# C19H25N3O3

The molecule C19H25N3O3 in a non-equilibrium geometry (ωB97M-V with the def2-TZVPD basis set, the OMol25 dataset).

Geometry as XYZ:
```
50
Properties=species:S:1:pos:R:3:nbo_charge:R:1
C -2.463 0.319 2.534 -0.64
C -0.973 0.544 2.789 0.07
C -0.678 0.372 4.284 -0.60
C -0.675 1.969 2.494 -0.06
O -1.005 2.446 1.133 -0.50
C -0.121 2.460 0.168 0.58
N 1.213 2.276 0.433 -0.55
C 2.093 2.179 -0.594 0.05
C 1.701 2.276 -1.907 -0.25
C 0.366 2.402 -2.147 -0.02
C -0.104 2.487 -3.519 -0.17
C -1.425 2.665 -3.914 -0.21
C -2.411 2.636 -2.860 -0.20
C -1.966 2.633 -1.466 -0.18
C -0.592 2.530 -1.170 -0.16
N 0.027 -0.141 2.054 -0.66
C 0.115 -1.506 1.822 0.70
O -0.659 -2.286 2.385 -0.64
C 0.818 -1.996 0.593 -0.35
C 0.954 -3.543 0.507 -0.21
N 1.814 -4.071 -0.566 -0.63
C 1.617 -3.723 -1.956 -0.25
C 1.837 -2.208 -2.158 -0.08
O 0.749 -1.305 -1.921 -0.55
C -0.012 -1.406 -0.643 -0.05
H -2.868 0.956 1.744 0.22
H -3.075 0.644 3.405 0.22
H -2.564 -0.750 2.300 0.25
H -0.848 -0.633 4.567 0.24
H -1.281 1.048 4.912 0.20
H 0.443 0.661 4.449 0.21
H 0.347 2.316 2.695 0.22
H -1.287 2.467 3.205 0.20
H 3.092 1.946 -0.488 0.19
H 2.411 2.140 -2.595 0.21
H 0.585 2.375 -4.283 0.20
H -1.761 2.645 -4.971 0.22
H -3.466 2.618 -3.196 0.22
H -2.665 2.469 -0.639 0.23
H 0.627 0.435 1.428 0.43
H 1.845 -1.438 0.548 0.23
H -0.061 -3.978 0.435 0.18
H 1.403 -3.970 1.354 0.21
H 1.906 -5.127 -0.480 0.36
H 0.707 -4.023 -2.430 0.17
H 2.435 -4.230 -2.501 0.20
H 2.273 -2.121 -3.109 0.20
H 2.764 -1.803 -1.617 0.17
H -0.708 -2.218 -0.758 0.18
H -0.478 -0.440 -0.351 0.21
```

gap between HOMO and LUMO	8.36	eV
LUMO energy	0.305	eV
ΔE to the lowest compared entry with this formula, charge and spin	5.716	eV
spin multiplicity	1
calculated total energy	-1128.89972	hartree
structure (SMILES)	CC(C)(COc1nccc2ccccc12)NC(=O)[C@H]1CNCCOC1

***

Question: Which value of calculated total energy does entry 2 give?
Answer: -998.64916 hartree